[1]
Entry from OMol25: a structure of composition C15H19BrN5OS2Tb at a distorted geometry (ωB97M-V/def2-TZVPD).

Structure (XYZ):
```
44
Properties=species:S:1:pos:R:3:forces:R:3
Tb 11.339654 8.689583 9.354347 -0.7 -0.1 1.1
Br 9.564445 11.394322 9.518607 -0.3 -0.4 0.1
S 13.621729 6.469785 8.121526 -1.7 0.4 0.4
S 12.282875 8.403003 11.964024 -0.8 -0.5 -0.4
O 12.085282 6.844983 8.513072 2.5 -0.5 -0.1
N 13.003433 10.885510 11.175816 0.4 0.4 -1.1
N 11.855845 9.870855 7.324744 1.2 2.0 -0.9
N 12.861688 10.383954 9.923357 0.2 1.0 -1.8
N 8.954452 8.758491 9.995981 -1.8 -0.1 -0.6
N 12.933591 10.579744 13.383974 -1.5 0.1 0.8
C 5.829608 6.676222 10.775751 0.4 -0.5 0.1
C 6.176818 9.056045 9.995756 -1.0 -0.9 0.6
C 11.258424 9.970637 6.109193 -0.6 -1.3 1.7
C 13.405354 10.970847 8.856550 -0.1 -0.6 2.3
C 8.343834 9.925334 9.806571 0.5 0.6 0.2
C 11.798854 10.627325 5.036013 -1.1 -0.3 -0.9
C 6.720302 7.782241 10.302454 -0.1 1.6 0.1
C 6.969474 10.158940 9.864585 0.8 0.9 -0.8
C 12.960942 11.346128 5.185494 0.6 -0.1 -0.9
C 14.682687 6.468884 9.582020 0.9 -0.2 1.0
C 12.957037 10.705769 7.498919 -1.1 -0.3 -0.3
C 13.493101 11.464878 6.448661 0.9 0.6 0.8
C 12.648398 10.068005 12.156201 1.6 0.5 0.3
C 8.093134 7.716254 10.231839 1.1 -0.8 1.4
C 13.512458 4.760495 7.768054 0.5 -1.8 -0.5
H 13.488979 11.754322 4.309809 -0.5 0.1 0.6
H 15.578691 5.813695 9.356266 -1.2 0.5 0.0
H 10.273285 9.462018 6.082589 0.8 0.2 -0.5
H 11.223658 10.558068 4.106732 0.5 0.2 0.2
H 6.208845 6.091897 11.625471 0.2 0.6 0.0
H 14.318418 12.214094 6.610124 -0.8 -1.2 0.1
H 12.451433 10.218435 14.232996 0.7 0.1 -1.2
H 5.823233 5.961252 9.980811 -0.5 -0.7 -0.6
H 5.086895 9.158709 9.981349 0.4 0.1 0.1
H 15.116698 7.480232 9.720872 -0.6 -0.4 -0.2
H 12.969606 4.146173 8.507287 0.0 0.7 -0.1
H 13.125496 4.555000 6.749679 0.0 0.5 0.6
H 13.049366 11.597694 13.403792 0.2 -0.6 -0.1
H 14.552165 4.379331 7.762112 -0.4 0.3 0.0
H 8.587240 6.818978 10.627333 -0.1 0.1 -0.6
H 14.159537 11.753093 8.919906 -0.2 0.0 0.5
H 6.569812 11.182147 9.744181 0.3 -0.8 0.0
H 4.810729 6.989290 11.013183 0.3 0.1 -0.2
H 14.227379 6.142683 10.558368 0.1 0.2 -1.2
```
Positions in Å, forces in eV/Å.

As for the spin multiplicity: 7. The relative energy (zero: lowest compared OMol25 entry of this formula, charge and spin) is 15.9 kcal per mole. The calculation puts the gap between HOMO and LUMO (alpha / beta) at 6.98 / 7.01 eV. The value obtained for the lowest unoccupied orbital energy (alpha / beta) is -6.69 / -6.66 eV. For the highest occupied orbital energy (alpha / beta), the calculation gives -0.50232 / -0.50240 Ha. As for the total charge: +2. The total energy comes out at -139496.550 eV.

[2]
Entry from OMol25: a cluster of 8 separate species, C44H95BBrF8N3O15PS in total at a distorted geometry (ωB97M-V/def2-TZVPD).

Structure (XYZ):
```
169
Properties=species:S:1:pos:R:3:forces:R:3
Br 6.860980 0.402440 -2.960173 -0.2 0.1 0.2
S 3.380823 5.501358 -0.995879 0.4 -0.2 0.5
P 7.497353 4.465643 0.249994 0.5 0.7 1.0
F 1.007336 1.700635 -2.184299 -0.2 -0.3 0.7
F 2.084999 9.649470 -3.689092 -0.2 -0.2 0.0
F 3.447345 7.536774 -3.559188 0.4 -0.1 -0.1
F 3.350984 8.325063 -1.517947 0.3 0.0 0.2
F 1.794831 5.652518 -3.148792 0.0 -0.4 -0.2
F 0.581161 8.087748 -3.629783 -0.1 0.0 0.1
F 0.999777 9.305512 -1.859857 -0.2 -0.3 -0.2
F 0.991746 6.576061 -1.348170 -0.2 0.0 0.2
O 8.319562 5.752417 0.675257 -0.3 0.1 -0.3
O 1.715723 -3.390505 3.181869 -0.2 0.0 -0.3
O -5.653386 -4.670322 5.403440 0.1 -0.1 0.2
O -7.101819 -1.725243 -2.748676 -0.3 0.1 0.1
O 6.008665 -1.178174 -0.900670 0.5 2.2 -0.6
O -7.184756 -2.820352 1.994727 0.1 0.3 0.2
O -2.688137 0.760767 1.937253 0.4 -0.1 0.0
O 3.208190 -0.747004 -0.296742 -0.4 0.1 0.2
O 3.205515 6.043398 0.304568 -0.6 0.2 0.9
O 4.312321 -3.177019 4.727650 -0.2 0.2 -0.3
O 0.720170 4.288538 -0.190539 0.3 -0.2 -1.1
O 7.302056 4.556012 -1.331194 -0.2 -0.2 0.4
O 4.618278 5.738256 -1.660055 0.4 -0.1 -0.9
O 8.159818 3.238414 0.693726 0.0 -1.2 -0.2
O -10.118616 -4.300048 -4.913738 0.2 0.0 0.2
N 3.192652 0.050277 -1.381412 0.1 -0.5 -0.1
N 3.707751 1.931027 -2.558035 -0.7 0.0 -0.1
N 4.481197 1.657596 -0.316601 -0.2 0.1 -0.6
C -5.473921 -2.513133 6.484617 0.2 0.0 0.1
C 6.175189 -0.016776 -1.193411 -0.5 -2.6 0.8
C -11.790401 -5.980689 -4.434376 0.0 0.1 0.2
C 2.095172 6.338108 -2.040106 0.2 1.1 0.0
C 0.570195 1.532176 1.116020 0.4 0.6 0.4
C 9.549086 5.974785 -0.041566 0.0 0.7 0.2
C 2.673322 7.730572 -2.491390 -0.9 -0.2 -0.4
C 1.382998 2.724364 -4.281492 -0.1 0.4 0.1
C 3.589751 -2.857448 -1.481407 -0.4 -0.6 0.1
C 1.634554 -5.587515 4.192276 0.0 0.0 0.1
C -7.036275 -4.045027 -3.426371 -0.1 -0.1 0.2
C -7.362994 -2.206621 -5.104288 -0.1 0.1 0.0
C -7.686276 -3.652394 6.188448 -0.2 -0.1 0.1
C -3.164691 -0.584473 1.808374 -0.6 0.2 -0.1
C 2.906481 3.141761 -2.322220 -0.2 0.2 0.3
C -9.042806 -1.596581 3.009239 0.3 0.0 0.1
C -10.312095 -5.689758 -4.639883 -0.3 -0.1 -0.4
C 2.646956 -2.038991 -0.623783 0.0 -0.7 -0.7
C -8.166208 -1.792766 1.779163 -0.4 -0.4 0.0
C -9.731635 -6.528797 -5.768243 0.2 0.0 0.0
C -6.203565 -3.847490 6.432556 0.0 0.3 -0.3
C 1.522058 8.704542 -2.925375 0.7 0.7 0.1
C 3.786306 1.176997 -1.391753 0.7 0.6 0.2
C 4.464409 3.150549 -0.326532 0.8 0.4 -0.3
C -9.010045 -2.142796 0.565595 0.2 0.0 -0.2
C 2.917294 -4.085480 -2.109694 0.0 0.3 0.2
C -4.413513 -0.756074 2.660447 0.1 -0.1 0.2
C -7.633874 -2.671294 -3.683502 0.4 -0.1 -0.2
C 4.842782 -1.895514 5.090408 0.3 -0.1 0.4
C 7.697514 3.967915 -3.589631 -0.3 0.5 0.6
C 0.228312 3.507581 -4.911032 0.3 -0.5 -0.2
C 1.473790 2.874669 -2.755870 0.3 0.1 -1.8
C -3.456815 -0.898847 0.347732 0.2 0.0 -0.1
C 4.925505 3.645601 1.034615 0.1 0.2 0.5
C 2.830743 -5.188419 2.029888 0.1 -0.1 -0.3
C 5.943997 4.777365 1.072075 0.1 0.1 -0.6
C 4.535526 -1.601136 6.549420 -0.2 0.0 0.0
C 3.126759 3.716808 -0.871024 -0.8 -0.5 0.0
C 1.653989 -4.791015 2.900963 0.4 0.2 0.2
C 10.382575 7.008336 0.671823 0.2 -0.8 0.0
C 1.696572 2.585009 1.338455 0.0 -0.3 -0.6
C 8.111576 3.710272 -2.155450 0.1 -0.1 -1.2
C 6.337207 -1.856179 4.813780 0.0 0.0 -0.2
C 5.865146 1.107977 -0.216608 0.1 -0.1 0.3
B 1.829461 3.536552 0.104090 0.1 -0.3 0.9
H -7.847757 -3.157558 5.227460 0.0 0.1 0.0
H 7.997874 2.662074 -1.917094 -0.1 -0.1 0.4
H 2.610044 2.104242 1.647875 0.4 -0.2 0.1
H 2.450700 -2.544318 0.305651 0.1 0.2 0.6
H 11.110060 7.376246 -0.033494 0.2 0.4 -0.2
H -5.949300 -4.020230 -3.552787 0.0 0.0 -0.1
H -9.739785 -1.360838 0.353780 0.0 0.0 0.0
H 6.757933 -0.879977 5.055486 0.0 0.0 0.0
H 4.361516 -3.228684 -0.828196 0.6 0.2 0.0
H 6.808982 3.413225 -3.853686 -0.2 -0.3 -0.3
H 2.790726 -6.247106 1.769360 0.0 0.0 0.0
H -6.050896 -4.383682 7.369559 0.1 -0.1 -0.1
H 1.842557 -3.986040 -2.192309 -0.3 0.1 0.0
H -4.204440 -0.513513 3.702691 0.1 0.0 0.0
H 2.299561 3.048126 -4.751062 0.5 0.1 0.0
H -9.588013 -2.515061 3.243941 0.0 0.0 -0.1
H -7.651881 -3.643895 2.168364 -0.1 0.0 0.0
H 9.296491 6.354128 -1.021774 -0.2 -0.1 -0.4
H 5.233090 3.446198 -1.039844 0.1 0.2 -0.2
H 0.469373 1.216902 0.088280 -0.1 -0.2 -0.3
H 4.113533 3.963657 1.667640 -0.6 0.0 0.0
H -8.378906 -2.275239 -0.314143 0.0 0.1 0.0
H 1.680945 -1.935075 -1.106601 -0.3 0.5 -0.2
H -0.625736 2.865701 -5.056884 -0.5 0.0 0.2
H 4.334027 -1.167811 4.456242 -0.1 -0.1 -0.1
H 0.721354 -4.952672 2.355405 0.0 0.1 0.0
H 6.856323 -2.612169 5.407989 0.0 0.0 0.1
H -12.191074 -5.370488 -3.625058 0.0 0.0 0.0
H 5.000029 -2.349667 7.196266 0.1 0.0 0.0
H -11.958124 -7.031077 -4.194472 0.0 0.0 0.0
H 9.162274 3.936410 -2.069636 0.4 0.3 0.4
H -12.356599 -5.737727 -5.337295 0.0 -0.1 -0.1
H -5.196801 -0.072357 2.319207 0.0 -0.1 -0.1
H 3.131293 -4.957332 -1.516665 -0.1 -0.4 0.2
H 0.791644 -5.293642 4.809497 -0.1 0.1 0.1
H 9.791863 7.806614 1.085851 -0.2 0.3 0.0
H 3.776798 -4.992648 2.539426 0.0 0.0 0.1
H -7.784600 -2.901419 -5.830363 0.0 0.0 0.0
H 2.722782 -0.221436 -2.239931 -0.2 -0.3 0.0
H -8.706978 -2.703875 -3.510539 0.0 0.1 0.1
H 10.950929 6.520397 1.448039 0.1 0.0 0.5
H -8.672254 -6.307761 -5.904987 0.0 0.0 0.0
H -0.355476 1.957691 1.463579 -0.5 0.0 -0.1
H -10.235849 -6.301978 -6.711204 -0.1 0.0 0.0
H 1.349903 3.211117 2.154300 0.2 0.3 0.3
H -7.448738 -4.786393 -4.110988 0.0 0.0 0.0
H -2.365979 -1.232773 2.170607 0.1 0.1 0.1
H 5.575860 5.738734 0.743727 -0.3 0.2 -0.1
H -6.150903 -1.679207 -2.883893 0.1 0.0 0.0
H -3.396111 1.341218 1.640810 -0.1 0.0 0.0
H 4.042309 -2.265541 -2.263791 0.2 0.4 -0.1
H 6.539401 -2.072973 3.764214 0.0 0.0 0.0
H -4.802459 -1.773644 2.608597 -0.1 0.0 0.0
H 3.288989 3.863555 -3.024063 0.2 0.3 -0.2
H 3.461104 -1.637109 6.729453 0.0 0.0 0.0
H -4.407581 -2.663472 6.654641 0.0 0.0 0.0
H 2.545349 -5.397084 4.766021 0.0 0.0 -0.1
H -7.602855 -0.880388 1.580729 0.1 -0.1 0.0
H 8.510253 3.792510 -4.272860 0.2 -0.3 -0.3
H -7.795099 -1.219849 -5.272230 0.0 0.0 0.0
H -8.202658 -4.611873 6.149729 0.0 0.0 0.1
H -3.806141 -1.925274 0.226259 0.0 0.0 0.0
H 6.212200 4.904989 2.109410 0.3 0.1 0.4
H -9.841081 -7.594740 -5.566517 0.0 0.0 0.0
H -9.768418 -5.893395 -3.716351 0.0 0.1 0.0
H 0.813856 3.684233 -2.509386 -0.2 0.2 0.6
H 0.521815 3.837983 -5.894228 0.1 0.2 -0.4
H -6.285959 -2.125462 -5.282428 0.0 -0.1 0.0
H 6.606998 1.894991 -0.309835 0.0 0.3 -0.1
H 3.309413 -4.269238 -3.096571 0.1 -0.1 -0.3
H -2.559657 -0.758993 -0.260350 0.0 0.0 0.0
H -5.865557 -1.878125 7.280394 0.0 0.0 0.0
H 4.741935 -3.842394 5.274418 0.0 -0.1 0.0
H 7.423495 5.011187 -3.645059 0.0 0.4 -0.2
H 5.372732 2.821991 1.571889 0.1 -0.4 0.1
H -7.236566 -4.363808 -2.402354 0.0 0.0 0.0
H 0.757329 0.675430 1.740546 0.0 -0.4 0.1
H -5.783150 -4.209377 4.566745 0.0 0.0 0.0
H 4.904606 -0.617583 6.840285 0.0 0.0 0.0
H -4.224401 -0.225853 -0.044707 -0.1 0.0 0.1
H -9.766794 -0.797321 2.849013 0.0 0.0 0.0
H -0.044260 4.389294 -4.353722 -0.2 0.2 0.3
H 1.289515 1.675163 -4.513658 0.0 -0.4 0.0
H -9.546637 -3.082101 0.728807 -0.1 0.0 0.1
H -8.439331 -1.345799 3.882529 0.0 0.1 0.0
H 2.836583 -4.604710 1.105840 0.0 -0.1 0.0
H -8.143067 -3.044298 6.970482 0.0 0.0 0.0
H 6.003406 0.674029 0.757790 0.0 -0.3 0.4
H -10.590618 -4.091802 -5.726026 -0.1 0.0 0.0
H 2.535623 -3.225491 3.666720 0.1 -0.1 0.2
H 10.103128 5.048414 -0.102591 0.1 -0.3 -0.2
H 1.560753 -6.657959 4.000624 0.0 0.0 0.0
H 4.651561 2.198147 -2.810773 0.2 0.0 -0.1
H -5.581674 -1.984094 5.534080 -0.1 0.0 0.0
H 0.016722 3.690891 -0.462496 -0.6 0.1 0.5
```
Positions in Å, forces in eV/Å.

The relative energy (zero: lowest compared OMol25 entry of this formula, charge and spin) is 0.0 kcal per mole. The calculation puts the gap between HOMO and LUMO at 8.15 eV. The value obtained for the lowest unoccupied orbital energy is -3.06 eV. For the highest occupied orbital energy, the calculation gives -0.41184 Ha. As for the total charge: +1. The total energy comes out at -194928.841 eV.

[3]
Entry from OMol25: an isolated molecule of C2F4N2 at a distorted geometry (ωB97M-V/def2-TZVPD).

Structure (XYZ):
```
8
Properties=species:S:1:pos:R:3:forces:R:3
F 1.151178 -0.518517 1.279082 -0.9 1.2 0.0
F -0.368256 1.839607 0.093920 0.2 -2.2 -0.4
F 0.958078 -1.373847 -0.604347 -0.9 -0.4 -1.0
F 1.929383 0.522394 -0.444652 -1.2 0.3 0.2
N -2.610754 -0.591992 0.045062 -0.7 -0.3 0.3
N -0.374342 0.435243 -0.337351 0.2 1.9 0.6
C -1.575222 -0.110878 -0.021792 1.3 0.2 -0.4
C 0.889934 -0.202012 -0.009919 2.0 -0.8 0.8
```
Positions in Å, forces in eV/Å.

The relative energy (zero: lowest compared OMol25 entry of this formula, charge and spin) is 20.0 kcal per mole. The calculation puts the gap between HOMO and LUMO at 11.14 eV. The value obtained for the lowest unoccupied orbital energy is -0.87 eV. For the highest occupied orbital energy, the calculation gives -0.44117 Ha. As for the total charge: 0. The total energy comes out at -15920.904 eV.